ORCA calculation (ωB97M-V/def2-TZVPD) on a single C30H37N5O3 molecule.

```
75
Properties=species:S:1:pos:R:3:forces:R:3:mulliken_charge:R:1
C -2.3253 -1.3396 2.4265 0.077 -0.094 -0.109 -2.139
C -1.3099 -1.3595 1.3464 0.409 0.673 -0.324 1.222
C -1.1875 -0.5219 0.2799 0.225 -0.639 0.592 -1.109
N -2.0286 0.5527 -0.0530 0.436 -0.200 0.233 0.787
C -3.2628 0.3237 -0.5569 -0.227 0.077 -0.118 0.547
O -4.0301 1.1954 -0.9285 -0.098 -0.069 -0.048 -0.674
C -3.7132 -1.1107 -0.6209 -0.559 -0.316 -0.048 0.596
N -2.8723 -2.0457 -1.0445 0.097 0.196 -0.301 -0.035
C -3.3115 -3.2857 -1.1505 -0.097 -0.327 -0.056 -0.279
C -4.6037 -3.6718 -0.8269 -0.055 0.085 0.047 -0.734
C -5.4869 -2.6949 -0.3932 0.104 -0.043 -0.010 -0.416
C -5.0396 -1.3888 -0.2979 0.153 0.072 -0.003 -0.883
H -5.6877 -0.5852 0.0137 -0.059 0.079 -0.005 0.493
H -6.5068 -2.9467 -0.1406 -0.060 -0.005 0.018 0.441
H -4.9105 -4.7021 -0.9217 -0.002 -0.085 -0.013 0.416
H -2.5853 -4.0028 -1.5138 -0.022 -0.133 -0.043 0.502
C -1.4419 1.9072 0.0109 -0.392 0.289 -0.096 1.644
C -2.3751 2.8677 0.7664 0.057 0.115 0.222 -1.352
C -1.8027 4.2822 0.7548 -0.188 -0.002 -0.112 -0.631
C -1.6258 4.7781 -0.6760 0.265 0.053 0.129 -0.920
C -0.6843 3.8514 -1.4378 -0.262 0.114 -0.114 -0.126
H 0.3060 3.8944 -0.9803 0.041 0.045 -0.063 -0.127
C -1.2214 2.4229 -1.4162 0.278 0.090 -0.029 -1.483
H -0.5731 1.7401 -1.9697 -0.050 -0.046 0.010 0.484
H -2.1967 2.4099 -1.9078 0.040 -0.053 -0.002 0.728
H -0.5899 4.1831 -2.4743 0.072 -0.014 -0.004 0.454
H -1.2281 5.7955 -0.6736 -0.059 0.036 -0.043 0.447
H -2.5981 4.7961 -1.1729 -0.070 0.057 -0.053 0.392
H -0.8395 4.2910 1.2705 0.042 0.089 0.081 0.273
H -2.4784 4.9450 1.2991 0.057 0.001 0.073 0.458
H -2.4767 2.5167 1.7950 -0.026 -0.044 -0.073 0.444
H -3.3541 2.8663 0.2905 0.095 -0.014 0.019 0.572
C -0.1661 1.7769 0.8810 0.035 0.102 -0.124 -0.700
O -0.2496 1.7053 2.0949 -0.138 0.056 0.314 -0.761
N 1.0081 1.8039 0.2338 0.289 -0.007 -0.190 0.137
H 1.0344 1.6276 -0.7581 -0.234 0.026 -0.005 0.463
C 2.2760 1.8431 0.9327 0.263 0.106 0.519 -0.537
C 3.0146 0.5021 0.8826 -0.229 0.029 -0.150 -0.987
C 3.5172 0.1773 -0.5210 0.233 0.044 0.142 0.372
C 4.4085 1.2999 -1.0422 -0.198 -0.059 -0.178 -1.150
C 3.6499 2.6231 -1.0471 0.296 0.027 0.227 -0.518
C 3.1546 2.9589 0.3573 -0.192 -0.037 -0.112 -1.278
H 2.5908 3.8943 0.3450 0.005 0.029 0.088 0.428
H 4.0132 3.0952 1.0180 0.054 0.028 0.040 0.516
H 2.8057 2.5533 -1.7361 -0.064 0.050 -0.129 0.210
H 4.2996 3.4255 -1.4037 -0.088 0.029 -0.084 0.388
H 4.7500 1.0632 -2.0516 0.095 -0.002 0.002 0.452
H 5.2903 1.3912 -0.4025 0.102 0.021 0.002 0.360
H 2.6700 0.0350 -1.1936 0.007 -0.069 -0.037 -0.063
H 4.0756 -0.7614 -0.4965 -0.062 -0.075 -0.049 0.246
H 2.3456 -0.2841 1.2353 -0.024 -0.031 0.114 0.137
H 3.8625 0.5530 1.5697 0.041 -0.021 0.079 0.603
H 2.0239 2.0720 1.9751 0.066 -0.039 -0.228 0.740
C -0.0626 -0.9602 -0.5209 -0.381 -0.036 0.231 -0.427
O 0.4528 -0.4694 -1.5125 -0.005 0.024 -0.392 -0.768
N 0.3974 -2.0942 0.1329 -0.334 -0.064 -0.215 0.850
C 1.6152 -2.7353 -0.1215 0.464 -0.165 0.079 0.001
C 2.4697 -3.0880 0.9206 -0.110 0.099 -0.050 0.621
C 3.6734 -3.7076 0.6397 0.052 -0.051 -0.008 -1.024
C 4.0392 -3.9646 -0.6709 0.107 -0.017 -0.005 -0.533
C 3.1947 -3.5974 -1.7060 0.025 -0.015 0.035 -0.897
C 1.9812 -2.9919 -1.4391 -0.130 0.030 0.046 -0.351
H 1.3204 -2.6966 -2.2369 -0.073 0.027 -0.070 0.507
H 3.4800 -3.7891 -2.7292 0.011 -0.011 -0.095 0.411
H 4.9830 -4.4431 -0.8845 0.081 -0.042 -0.021 0.405
H 4.3333 -3.9795 1.4502 0.050 -0.023 0.067 0.382
H 2.2022 -2.8574 1.9413 -0.056 0.040 0.073 0.462
N -0.3086 -2.2978 1.3144 0.142 0.376 0.320 0.197
C -0.5475 -3.6550 1.7508 -0.221 -0.333 -0.146 -1.220
H 0.3331 -4.2601 1.5468 -0.060 0.028 0.082 0.508
H -0.7352 -3.6512 2.8231 0.028 -0.006 -0.020 0.384
H -1.4073 -4.0962 1.2357 0.030 -0.059 -0.003 0.244
H -3.0187 -2.1760 2.3275 -0.085 -0.052 0.008 0.363
H -1.8433 -1.3986 3.4004 0.006 0.006 0.076 0.469
H -2.8855 -0.4105 2.3691 -0.025 0.051 0.011 0.366
```
Forces are in eV/Å.

Summary:
Relative energy (zero: lowest compared OMol25 entry of this formula, charge and spin): 0.000 eV
Charge: 0
Lowest unoccupied orbital energy: 0.5513 eV

***

ORCA calculation (ωB97M-V/def2-TZVPD) on a molecular structure, C30H37O8SSc at a distorted geometry.

```
77
Properties=species:S:1:pos:R:3:forces:R:3:mulliken_charge:R:1
C 0.4454 -0.0858 -6.8026 -0.141 -0.908 -0.873 3.252
C 0.3672 -0.8199 -5.4435 0.757 -0.125 -0.308 -1.905
C 0.0235 1.3708 -6.5479 0.052 -0.191 0.051 -1.542
C -0.6774 1.4329 -5.1378 -0.744 -0.679 -0.554 0.784
H -0.6602 1.6834 -7.3507 0.296 -0.031 0.356 0.389
H 0.9179 2.0118 -6.5989 -0.388 -0.164 0.251 0.273
C -0.7096 -0.1362 -4.6184 -0.685 0.325 -0.839 0.344
H 1.3529 -0.7271 -4.9652 -0.231 -0.066 -0.004 0.273
H 0.1566 -1.8899 -5.5989 0.137 0.335 0.142 0.585
C -0.8858 -0.9096 -3.2335 -0.084 -0.312 1.516 -0.936
H -1.6499 -0.4237 -5.1250 0.225 0.042 0.122 0.401
H -1.7320 1.6808 -5.3295 0.200 -0.157 0.118 0.509
C -0.1086 2.5528 -4.4001 0.239 -0.425 1.028 0.118
C 1.8434 -0.1879 -7.4165 1.589 0.421 1.796 -0.568
C -0.4052 -0.6922 -7.9309 -1.212 1.146 -0.356 0.044
O -0.9813 -0.0053 -8.7637 0.548 -0.837 0.914 -0.692
O 2.8763 0.0268 -6.7925 -1.427 -0.241 -1.174 -0.638
O 1.8321 -0.5533 -8.7071 0.221 0.146 -0.030 -0.244
O -0.4087 -2.0359 -7.9987 -0.089 0.430 -0.418 -0.280
C -0.9011 -2.4528 -9.2858 -0.018 -0.151 0.103 -0.781
H -0.9009 -3.5378 -9.2607 -0.029 -0.037 -0.024 0.256
H -0.2245 -2.0757 -10.0642 -0.200 -0.123 0.158 0.273
H -1.9044 -2.0487 -9.4602 0.254 -0.217 0.026 0.299
C 3.1078 -0.6180 -9.3378 0.162 -0.005 -0.037 -0.734
H 3.5965 0.3609 -9.3069 -0.048 -0.193 0.000 0.275
H 2.8973 -0.9139 -10.3638 0.095 0.035 0.028 0.245
H 3.7458 -1.3583 -8.8465 -0.089 0.146 -0.048 0.316
O -0.7634 -0.3966 -1.9299 -0.067 0.765 -4.433 -0.007
H -0.1871 -1.7704 -3.2387 -0.038 0.329 -0.476 0.251
H -1.8926 -1.3608 -3.2826 0.139 0.171 -0.102 0.038
C -0.9855 3.5338 -3.7267 -0.320 0.208 0.259 -1.462
C 1.3227 2.4487 -4.0526 0.868 0.240 0.154 -0.790
H 1.9825 2.9133 -4.8125 -0.103 -0.051 0.159 0.249
H 1.6506 1.3985 -3.9765 -0.155 0.348 0.036 -0.231
H 1.5551 2.9387 -3.0939 -0.074 -0.194 -0.252 0.536
H -0.6598 3.6856 -2.6843 -0.217 0.043 -0.224 0.315
H -2.0323 3.1858 -3.7298 0.341 0.187 0.100 0.388
H -0.9690 4.5202 -4.2231 0.011 -0.073 0.134 0.274
Sc -0.4462 0.1075 -0.2334 -0.072 -0.266 2.664 0.420
C -3.3229 0.1702 1.4340 0.192 -1.934 0.122 -0.487
C -3.7448 0.1190 0.0834 0.657 -0.719 -0.402 -0.912
C -3.1052 -0.9858 -0.5478 -0.784 0.544 0.140 -0.479
H -4.4605 0.8033 -0.3676 0.197 -0.120 -0.074 0.389
C -2.2795 -1.6394 0.4167 0.136 0.612 0.613 -1.037
C -2.4158 -0.9190 1.6546 -3.204 -0.480 -0.711 0.116
H -2.1108 -1.2779 2.6301 0.221 0.230 -0.316 0.342
H -3.7130 0.8393 2.1880 0.271 -0.049 -0.179 0.515
H -3.3015 -1.3236 -1.5649 0.239 0.172 0.191 0.507
H -1.7622 -2.5938 0.3019 -0.146 0.230 -0.050 0.450
C 2.4157 0.8843 -0.2824 -0.132 -0.960 0.422 -1.027
C 1.8687 -0.0914 0.6089 1.218 -0.422 -1.004 0.171
C 1.6181 -1.3004 -0.1540 0.648 1.020 -0.008 -0.963
H 1.8886 -0.0310 1.6898 -0.339 0.169 -0.428 0.469
C 2.0593 -1.0428 -1.4895 0.653 0.175 0.330 -0.647
C 2.5648 0.2821 -1.5555 -0.187 -0.655 0.175 -0.586
H 3.0830 0.7275 -2.4062 -0.404 -0.092 0.155 0.720
H 2.7448 1.8857 -0.0003 -0.247 -0.328 -0.054 0.427
H 1.3033 -2.2523 0.2703 0.015 0.195 -0.165 0.493
H 2.1108 -1.7687 -2.3050 -0.266 0.246 0.236 0.562
C 2.2323 2.8409 7.2266 -0.181 -0.122 -0.388 -1.365
C 1.6960 2.5518 5.8559 0.227 0.998 1.004 1.059
C 1.9049 1.3046 5.2566 -0.299 -1.176 -1.289 -1.043
C 1.3354 0.9963 4.0226 0.943 -0.449 1.084 -0.147
C 0.5787 1.9717 3.3526 -1.216 -0.391 -2.089 0.367
C 0.3949 3.2360 3.9252 0.305 1.604 1.368 -0.930
C 0.9480 3.5209 5.1670 -0.585 -0.031 -1.130 -0.697
S -0.6089 1.5819 2.1012 2.576 -1.650 2.255 1.459
O -0.4634 0.0715 1.9968 0.692 2.208 -0.065 -0.641
O -1.8646 2.1015 2.5601 -0.192 0.691 -0.324 -0.679
O -0.2308 2.0397 0.7050 -0.869 0.296 -0.101 -0.546
H 1.6993 2.2760 8.0014 0.004 -0.023 0.238 0.234
H 3.2896 2.5685 7.2981 0.203 0.013 0.160 0.305
H 2.1269 3.9041 7.4515 0.065 0.041 0.118 0.326
H 2.5076 0.5514 5.7738 -0.140 0.121 -0.165 0.204
H 1.4859 0.0069 3.5944 -0.130 0.231 0.141 0.313
H -0.2045 3.9680 3.3878 0.104 0.007 0.233 0.308
H 0.7820 4.5033 5.6092 0.055 -0.071 -0.008 0.151
```
Forces are in eV/Å.

Summary:
Charge: -2
Lowest unoccupied orbital energy (alpha / beta): 3.2959 / 3.2952 eV

***

ORCA calculation (ωB97M-V/def2-TZVPD) on 2 unconnected molecules or ions with the total composition C30H38BI2NO6 at a distorted geometry.

```
78
Properties=species:S:1:pos:R:3:forces:R:3:mulliken_charge:R:1
C 6.7920 1.0860 2.2260 0.872 -0.607 -0.875 -1.111
C 6.3622 -0.0448 1.2061 -0.791 0.073 1.147 -0.395
C 5.0715 -0.7651 1.8052 -0.430 1.269 -0.942 -0.604
C 3.7951 0.0415 1.2614 0.436 -2.076 -0.388 -0.649
C 3.5210 -0.4620 -0.2260 -0.688 0.621 0.828 -0.502
C 2.8249 -1.8763 -0.2249 -0.545 0.398 -0.722 -0.371
C 2.9313 -2.5900 -1.6458 -0.794 0.303 0.280 -1.279
C 1.8465 -1.9308 -2.5762 0.354 0.437 -0.279 0.732
C 2.0845 -0.7357 -3.1878 -0.955 -0.926 0.251 -0.668
C 0.9909 -0.1169 -4.1241 0.041 -0.767 1.344 -0.317
O 1.2734 0.4203 -5.1642 -0.079 0.008 0.566 -0.517
C -0.4769 -0.3253 -3.6004 -1.243 -0.550 0.667 0.668
C -0.7344 -1.6368 -2.9627 -0.743 1.153 -0.222 0.600
C -2.0564 -1.9953 -2.4676 -0.014 2.278 -1.101 -0.225
B -2.4372 -3.3870 -1.7585 -0.134 -1.035 -0.222 0.537
N -1.8189 -3.8812 -0.5117 0.336 0.674 -1.843 -0.672
O -3.4018 -4.1891 -2.4012 0.345 1.099 1.060 -0.612
C -3.1171 -0.9882 -2.6374 2.242 -0.034 -0.627 -0.820
C -2.8521 0.3273 -3.2289 1.010 -1.411 0.428 -0.040
O -3.9358 1.2098 -3.3160 0.998 -0.581 1.448 -0.360
C -4.7744 1.1691 -2.1827 -1.437 -0.111 0.565 -0.171
O -5.9493 1.0355 -2.3814 0.666 0.229 -0.097 -0.500
C -4.3204 1.3246 -0.7044 1.847 0.566 2.839 0.410
C -4.1502 2.6403 -0.0639 0.243 -1.063 0.799 0.045
C -3.7143 2.7903 1.3289 -0.209 -1.896 -0.598 -0.690
C -3.4279 1.6234 2.1543 -0.732 -0.626 -2.105 -0.198
C -3.6313 0.3017 1.5654 -0.380 1.456 -1.266 -0.837
C -4.0626 0.1730 0.1865 -0.062 1.372 -0.240 0.114
C -1.5287 0.7126 -3.7342 0.571 -2.151 0.521 0.309
C -1.1214 2.0431 -4.4198 -0.638 0.087 0.454 -1.095
I -1.4405 1.7636 -6.5841 0.474 -0.170 0.531 0.112
C -1.8024 3.3752 -3.8821 1.050 0.175 -0.065 -0.582
C -2.0827 3.4087 -2.3336 0.051 1.055 -0.250 -0.668
I -3.5453 4.0368 -5.0595 0.315 0.168 0.884 0.065
C 0.4626 -2.6247 -2.8382 0.711 1.316 -0.046 -0.084
O 0.3939 -3.8234 -2.9678 -0.401 0.487 0.392 -0.553
H 7.5546 1.7511 1.7363 -0.637 -0.529 0.573 0.351
H 5.9256 1.7275 2.5198 0.673 -0.681 -0.055 0.272
H 7.2870 0.5754 3.0953 -0.657 0.777 -0.531 0.282
H 7.1605 -0.8150 1.0395 -0.479 0.979 0.106 0.325
H 6.0905 0.4550 0.2397 0.323 -0.690 0.688 0.230
H 5.0362 -0.7144 2.9263 0.411 -0.278 -0.984 0.385
H 4.9992 -1.8289 1.4440 0.073 1.010 0.562 0.308
H 3.9534 1.1483 1.3194 -0.247 -0.996 0.045 0.361
H 2.9209 -0.3174 1.8725 0.584 0.869 -0.471 0.255
H 4.4710 -0.4529 -0.8219 -0.797 -0.110 0.479 0.282
H 2.8025 0.2787 -0.6843 0.824 -0.789 0.179 0.181
H 3.1606 -2.5388 0.6114 -0.010 0.535 -0.803 0.475
H 1.7203 -1.6911 -0.0646 1.064 -0.233 0.117 0.215
H 2.7361 -3.6875 -1.5258 0.142 0.978 -0.306 0.297
H 3.9607 -2.4352 -2.0636 -0.975 -0.209 0.252 0.462
H 3.0721 -0.2567 -3.0121 -0.887 -0.146 -0.690 0.489
H -1.4578 -4.8156 -0.7401 -0.292 0.253 0.564 0.274
H -1.0092 -3.2890 -0.3127 -0.281 -0.335 0.327 0.270
H -3.8922 -4.7270 -1.7569 0.433 -0.035 -0.361 0.302
H -4.1350 -1.2935 -2.2840 0.955 0.671 -0.637 1.213
H -4.3384 3.5928 -0.6182 0.063 -1.157 0.495 0.468
H -3.5989 3.8149 1.7638 -0.148 -1.090 -0.574 0.333
H -3.0647 1.6754 3.2038 -0.350 0.151 -1.005 0.304
H -3.4643 -0.6514 2.1272 -0.099 1.211 -0.397 0.398
H -4.2130 -0.8438 -0.2403 0.177 0.918 0.587 0.362
H -0.0133 2.2111 -4.3345 -1.208 -0.438 -0.099 0.523
H -1.0530 4.1933 -4.0748 -0.907 -0.899 -0.169 0.675
H -3.1565 3.6830 -2.2010 1.054 -0.641 0.118 -0.059
H -1.5029 4.2667 -1.8814 -0.531 -0.869 -0.495 0.351
H -1.7714 2.4963 -1.7721 -0.531 0.539 -0.613 0.323
C 0.2313 0.9239 5.5219 0.002 0.275 -0.071 -1.260
C -1.1500 0.3117 5.6960 0.573 -0.470 0.000 0.438
C -1.1354 -0.8001 6.7334 -0.239 -0.030 0.147 -1.382
O -1.6010 -0.2093 4.4456 -0.307 0.182 -0.103 -0.430
H 0.9485 0.1736 5.1754 -0.043 -0.063 0.120 0.315
H 0.2084 1.7131 4.7671 -0.041 -0.002 0.076 0.311
H 0.5965 1.3481 6.4596 0.024 -0.031 -0.044 0.388
H -1.8594 1.0857 5.9976 -0.079 -0.073 -0.186 0.257
H -0.4641 -1.6083 6.4277 0.092 0.110 0.000 0.353
H -2.1303 -1.2374 6.8404 0.027 0.086 0.018 0.339
H -0.8111 -0.4275 7.7073 0.009 -0.049 -0.031 0.387
H -0.9812 -0.8951 4.1685 -0.046 0.078 0.052 0.304
```
Forces are in eV/Å.

Summary:
Charge: 0
Lowest unoccupied orbital energy: -0.9501 eV